Entry 1:
Entry from the Open Molecules 2025 dataset: a molecular structure, C28H32ClMnN7O8 (the ωB97M-V functional and the def2-TZVPD basis).

ORCA input file:
```
! wB97M-V def2-TZVPD RIJCOSX def2/J DEFGRID3
* xyz 0 2
Mn 2.007 0.598 1.451
O 3.500 1.071 5.164
C 3.476 0.836 3.975
O 2.364 0.598 3.313
C 4.781 0.796 3.202
C 5.930 0.730 3.961
C 7.176 0.668 3.363
C 7.306 0.709 1.995
C 6.175 0.835 1.226
C 4.863 0.843 1.781
O 3.828 0.878 1.000
N 6.401 0.945 -0.227
O 5.620 1.590 -0.904
O 7.338 0.315 -0.695
N 8.388 0.577 4.190
O 8.253 0.518 5.398
O 9.469 0.575 3.623
H 5.841 0.724 5.037
H 8.279 0.661 1.534
C -2.226 -0.172 -1.698
C -2.283 -1.256 -2.784
C -3.654 -1.130 -3.468
C -1.206 -0.948 -3.837
C -2.096 -2.715 -2.248
O -2.195 -3.631 -3.355
C -3.132 -3.197 -1.212
C -3.265 -2.526 0.176
C -4.491 -1.656 0.386
C -4.392 -0.479 1.125
C -5.496 0.328 1.365
C -6.729 -0.048 0.859
Cl -8.115 0.964 1.128
C -6.866 -1.225 0.145
C -5.750 -2.022 -0.081
C -0.656 -3.082 -1.834
N -0.040 -2.424 -0.685
C 0.717 -1.336 -0.658
N 1.103 -1.104 0.580
C 0.543 -2.125 1.296
N -0.155 -2.954 0.561
H -2.185 0.807 -2.185
H -1.348 -0.249 -1.055
H -3.114 -0.183 -1.068
H -3.802 -0.090 -3.771
H -4.477 -1.388 -2.797
H -3.722 -1.738 -4.375
H -1.482 -0.043 -4.385
H -1.106 -1.764 -4.553
H -0.227 -0.761 -3.384
H -3.107 -3.644 -3.663
H -2.897 -4.254 -1.076
H -4.105 -3.175 -1.708
H -2.381 -1.938 0.422
H -3.298 -3.321 0.923
H -3.427 -0.185 1.528
H -5.403 1.240 1.942
H -7.841 -1.521 -0.224
H -5.882 -2.954 -0.621
H -0.011 -2.935 -2.694
H -0.664 -4.142 -1.609
H 0.984 -0.749 -1.524
H 0.676 -2.245 2.361
C 1.801 5.361 -1.279
C 1.195 4.210 -0.543
C -0.102 3.962 -0.139
C -0.068 2.729 0.535
N 1.171 2.260 0.534
N 1.919 3.165 -0.118
C -1.168 1.962 1.201
H 1.022 6.054 -1.588
H 2.337 5.025 -2.169
H 2.507 5.901 -0.646
H -0.963 4.596 -0.301
H 2.905 2.989 -0.231
H -2.103 2.521 1.174
H -0.918 1.760 2.244
H -1.330 1.005 0.697
*
```

As for the highest occupied orbital energy (spin up / spin down): -0.303 / -0.300 Ha. Its expectation value of S² is 0.874. Its HOMO-LUMO gap (spin up / spin down) is 8.25 / 8.17 eV. Its lowest unoccupied orbital energy (spin up / spin down) is 0.0076 / 0.0078 eV.

Entry 2:
Entry from the Open Molecules 2025 dataset: a molecular structure, C28H32F3Ge2NO3W (the ωB97M-V functional and the def2-TZVPD basis).

ORCA input file:
```
! wB97M-V def2-TZVPD RIJCOSX def2/J DEFGRID3
* xyz 1 2
W -0.095 0.706 0.105
C -0.968 2.385 1.069
C -0.316 1.793 2.270
C 0.805 2.311 2.936
C 1.410 1.582 3.935
C 0.967 0.290 4.243
C -0.116 -0.260 3.578
C -0.761 0.501 2.606
C 1.641 -0.474 5.255
N 2.172 -1.088 6.067
H -0.614 3.372 0.782
H -2.053 2.303 1.095
H 1.180 3.294 2.679
H 2.263 1.985 4.464
H -0.472 -1.246 3.844
H -1.723 0.183 2.223
C -2.635 -2.000 1.158
C -1.681 -2.048 -0.009
C -0.935 -3.351 -0.144
O -0.679 -0.965 0.092
H -3.366 -2.800 1.031
H -3.190 -1.062 1.197
H -2.117 -2.175 2.102
H -2.201 -1.815 -0.938
H -0.472 -3.642 0.798
H -0.171 -3.285 -0.916
H -1.648 -4.126 -0.430
C 2.879 1.302 -3.255
Ge 3.121 1.895 -1.403
C 4.975 2.506 -1.250
C 1.898 3.391 -0.982
Ge 2.487 0.222 0.292
C 3.540 0.604 1.893
C 3.924 -0.413 2.765
C 4.711 -0.137 3.876
C 5.144 1.159 4.118
C 4.786 2.180 3.245
C 3.986 1.902 2.147
C 2.701 -1.652 -0.195
C 3.399 -2.006 -1.348
C 3.648 -3.341 -1.640
C 3.211 -4.334 -0.777
C 2.518 -3.994 0.378
C 2.260 -2.661 0.660
H 2.987 2.169 -3.909
H 1.909 0.847 -3.439
H 3.657 0.589 -3.527
H 5.105 3.392 -1.874
H 5.634 1.727 -1.633
H 5.288 2.744 -0.237
H 1.960 4.173 -1.741
H 2.156 3.844 -0.022
H 0.840 3.104 -0.948
H 3.615 -1.436 2.582
H 4.983 -0.937 4.552
H 5.765 1.373 4.978
H 5.134 3.190 3.419
H 3.707 2.716 1.487
H 3.754 -1.243 -2.029
H 4.188 -3.602 -2.540
H 3.412 -5.374 -1.001
H 2.180 -4.767 1.056
H 1.713 -2.407 1.563
F -2.341 2.344 -2.193
C -2.438 1.017 -2.258
F -2.819 0.580 -1.012
F -3.374 0.675 -3.110
C -1.084 0.335 -2.566
O -1.011 -0.579 -3.321
O -0.066 0.806 -1.838
*
```

As for the highest occupied orbital energy (spin up / spin down): -0.417 / -0.420 Ha. Its expectation value of S² is 0.758. Its HOMO-LUMO gap (spin up / spin down) is 6.67 / 6.93 eV. Its lowest unoccupied orbital energy (spin up / spin down) is -4.6740 / -4.4969 eV.

Entry 3:
Entry from the Open Molecules 2025 dataset: a molecular structure, C28H32F5N3O4Sr in a non-equilibrium geometry (the ωB97M-V functional and the def2-TZVPD basis).

ORCA input file:
```
! wB97M-V def2-TZVPD RIJCOSX def2/J DEFGRID3
* xyz 0 1
Sr 0.624 -0.122 0.383
C -2.084 -3.191 -1.950
C -1.327 -2.652 -3.164
C -2.230 -1.746 -3.992
C -0.010 -2.006 -2.770
C 0.978 -2.765 -2.129
C 2.211 -2.226 -1.819
C 2.535 -0.901 -2.148
C 3.896 -0.346 -1.826
C 1.548 -0.142 -2.758
C 0.295 -0.682 -3.049
H -2.948 -3.778 -2.265
H -2.448 -2.368 -1.327
H -1.451 -3.827 -1.331
H -1.063 -3.510 -3.794
H -2.562 -0.878 -3.416
H -3.125 -2.291 -4.296
H -1.739 -1.380 -4.893
H 0.773 -3.799 -1.872
H 2.949 -2.843 -1.319
H 4.680 -0.991 -2.224
H 4.055 -0.261 -0.749
H 4.029 0.650 -2.244
H 1.713 0.903 -2.988
H -0.442 -0.034 -3.503
C 4.266 2.539 2.149
C 3.128 1.620 1.852
N 2.536 1.533 0.721
O 3.026 2.391 -0.264
C 2.659 0.691 2.936
C 3.162 0.827 4.335
N 1.834 -0.224 2.558
O 1.388 -1.132 3.401
H 4.510 3.172 1.304
H 5.143 1.950 2.426
H 4.025 3.163 3.011
H 2.302 2.354 -0.911
H 4.228 0.593 4.412
H 2.617 0.132 4.968
H 3.029 1.842 4.715
O 0.369 -2.355 1.388
C -0.674 -3.286 1.625
C -1.514 -2.932 2.843
C -1.933 -1.462 2.937
C -2.689 -0.935 1.747
C -4.078 -0.982 1.698
C -4.746 -0.439 0.617
C -4.011 0.154 -0.398
C -2.634 0.154 -0.283
N -1.978 -0.393 0.748
H 0.769 -2.049 2.282
H -0.256 -4.291 1.748
H -1.300 -3.300 0.728
H -0.969 -3.179 3.757
H -2.403 -3.572 2.823
H -1.045 -0.850 3.108
H -2.563 -1.340 3.820
H -4.619 -1.427 2.524
H -5.828 -0.464 0.577
H -4.487 0.612 -1.253
H -2.015 0.614 -1.049
F -1.567 6.865 -0.445
C -1.133 5.603 -0.558
C -1.345 4.690 0.460
F -1.978 5.074 1.574
C -0.895 3.392 0.325
F -1.076 2.528 1.347
C -0.229 2.933 -0.817
O 0.186 1.698 -0.919
C -0.019 3.888 -1.815
F 0.649 3.529 -2.928
C -0.461 5.192 -1.696
F -0.241 6.064 -2.685
*
```

As for the highest occupied orbital energy: -0.289 Ha. Its HOMO-LUMO gap is 8.30 eV. Its lowest unoccupied orbital energy is 0.4450 eV.